Molecular formula: C33H66O33
Method: DFT, wB97M-V/def2-TZVPD

Element x y z (Å)
C: -1.239 2.938 -3.774
O: -1.086 3.470 -5.081
C: -1.156 4.766 -5.222
O: -1.678 5.585 -4.518
O: -0.703 5.088 -6.448
C: -0.732 6.444 -6.855
H: -0.280 2.500 -3.498
H: -1.981 2.141 -3.742
H: -1.495 3.715 -3.054
H: -0.550 6.616 -7.914
H: 0.140 6.889 -6.364
H: -1.672 6.898 -6.549
C: 1.572 -5.842 0.534
O: 2.715 -6.369 -0.077
C: 2.739 -7.494 -0.768
O: 1.758 -8.178 -0.938
O: 3.969 -7.727 -1.181
C: 4.106 -8.720 -2.199
H: 0.666 -5.962 -0.067
H: 1.713 -4.770 0.667
H: 1.444 -6.360 1.487
H: 3.155 -8.976 -2.669
H: 4.508 -9.661 -1.833
H: 4.671 -8.244 -2.997
C: 5.722 -0.397 1.730
O: 4.775 -1.306 1.211
C: 4.951 -1.825 -0.006
O: 6.004 -1.873 -0.571
O: 3.767 -2.290 -0.398
C: 3.817 -2.920 -1.687
H: 5.284 0.536 2.087
H: 6.457 -0.028 1.014
H: 6.235 -0.904 2.546
H: 4.636 -3.636 -1.688
H: 3.923 -2.159 -2.459
H: 2.911 -3.478 -1.918
C: 0.947 -1.926 0.946
O: 0.572 -0.562 0.939
C: -0.663 -0.249 0.551
O: -1.519 -1.090 0.445
O: -0.733 1.070 0.390
C: -1.967 1.592 -0.132
H: 1.879 -2.171 1.443
H: 1.063 -2.356 -0.054
H: 0.150 -2.545 1.362
H: -2.057 1.687 -1.208
H: -2.072 2.478 0.491
H: -2.833 0.976 0.119
C: -1.795 5.296 2.483
O: -0.787 6.154 1.927
C: -0.289 5.935 0.736
O: -0.158 4.872 0.182
O: 0.028 7.139 0.214
C: 0.461 7.165 -1.141
H: -1.449 5.064 3.487
H: -1.822 4.322 1.992
H: -2.770 5.762 2.396
H: -0.334 6.898 -1.836
H: 1.269 6.451 -1.321
H: 0.862 8.159 -1.311
C: -1.644 -3.148 3.426
O: -0.738 -3.470 4.508
C: -0.265 -4.697 4.522
O: -0.564 -5.602 3.778
O: 0.604 -4.797 5.510
C: 1.331 -5.943 5.824
H: -1.532 -2.075 3.315
H: -2.655 -3.313 3.799
H: -1.475 -3.782 2.563
H: 2.160 -5.575 6.432
H: 1.903 -6.325 4.966
H: 0.749 -6.762 6.243
C: -2.149 -1.372 -2.854
O: -3.002 -0.349 -2.374
C: -4.102 -0.647 -1.701
O: -4.949 0.144 -1.425
O: -4.143 -1.951 -1.397
C: -5.401 -2.494 -0.990
H: -2.574 -2.276 -3.278
H: -1.421 -1.666 -2.093
H: -1.472 -0.949 -3.600
H: -5.589 -2.176 0.034
H: -5.354 -3.575 -1.068
H: -6.202 -2.134 -1.635
C: 4.384 3.741 -4.632
O: 4.249 2.949 -3.449
C: 3.002 2.756 -3.066
O: 2.010 3.227 -3.580
O: 3.004 2.124 -1.895
C: 1.764 1.657 -1.350
H: 5.459 3.858 -4.768
H: 4.022 4.745 -4.407
H: 3.949 3.345 -5.544
H: 2.083 0.996 -0.550
H: 1.115 1.133 -2.052
H: 1.232 2.538 -0.986
C: -4.029 0.021 2.394
O: -4.594 0.237 3.679
C: -4.661 1.476 4.119
O: -4.408 2.488 3.515
O: -5.171 1.463 5.353
C: -5.567 2.677 5.992
H: -3.674 -1.001 2.269
H: -3.140 0.617 2.199
H: -4.817 0.164 1.655
H: -6.614 2.930 5.825
H: -4.871 3.427 5.620
H: -5.496 2.462 7.056
C: 5.198 -8.582 4.583
O: 4.746 -7.583 3.682
C: 4.652 -6.364 4.205
O: 4.950 -6.052 5.316
O: 4.235 -5.553 3.227
C: 3.858 -4.237 3.616
H: 4.939 -8.464 5.633
H: 6.272 -8.699 4.443
H: 4.702 -9.517 4.317
H: 4.568 -3.863 4.357
H: 2.867 -4.267 4.070
H: 3.903 -3.596 2.739
C: -4.965 8.088 -4.881
O: -4.943 6.946 -4.031
C: -4.243 7.032 -2.892
O: -3.841 8.040 -2.400
O: -4.128 5.789 -2.463
C: -3.515 5.563 -1.211
H: -4.093 8.039 -5.527
H: -5.123 9.031 -4.358
H: -5.878 8.000 -5.471
H: -3.833 6.306 -0.477
H: -2.442 5.712 -1.397
H: -3.687 4.541 -0.884

Summary:
total charge: 0
maximum force: 0.0471 hartree/bohr
M: 990.858 g mol⁻¹
SMILES: COC(=O)OC.COC(=O)OC.COC(=O)OC.COC(=O)OC.COC(=O)OC.COC(=O)OC.COC(=O)OC.COC(=O)OC.COC(=O)OC.COC(=O)OC.COC(=O)OC
gap between HOMO and LUMO: 10.79 eV
highest occupied orbital energy: -0.387 Ha
2S+1: 1
electronic energy: -3779.91708 Ha

Mulliken population analysis, charges in e, atoms 1 to 2: C -0.062; O -0.333

=====

Molecular formula: C58H128N2O33
Method: DFT, wB97M-V/def2-TZVPD

Element x y z (Å)
C: 2.631 -16.435 -0.847
O: 3.189 -15.176 -1.304
C: 3.311 -14.796 -2.689
C: 1.952 -14.563 -3.368
O: 1.251 -13.459 -2.835
C: -0.131 -13.451 -3.114
C: -0.692 -12.201 -2.479
O: -0.455 -10.997 -3.335
C: -1.062 -9.770 -2.883
H: 3.115 -17.257 -1.374
H: 1.555 -16.487 -1.012
H: 2.876 -16.488 0.214
H: 3.922 -15.501 -3.254
H: 3.799 -13.834 -2.848
H: 1.412 -15.466 -3.086
H: 2.127 -14.524 -4.443
H: -0.642 -14.351 -2.771
H: -0.401 -13.356 -4.166
H: -0.102 -12.158 -1.564
H: -1.763 -12.325 -2.318
H: -1.151 -9.127 -3.759
H: -0.387 -9.286 -2.177
H: -1.969 -9.822 -2.281
C: 2.098 0.939 -4.427
O: 2.280 -0.448 -4.160
C: 1.126 -1.210 -3.810
C: 0.387 -0.810 -2.588
O: -0.428 0.379 -2.734
C: -1.074 0.813 -1.537
C: -1.503 2.276 -1.812
O: -0.418 3.194 -1.950
C: -0.866 4.529 -1.715
H: 1.441 1.121 -5.278
H: 3.114 1.253 -4.666
H: 1.702 1.546 -3.613
H: 1.513 -2.222 -3.687
H: 0.544 -1.308 -4.727
H: 1.123 -0.701 -1.791
H: -0.368 -1.519 -2.249
H: -0.400 0.807 -0.681
H: -1.894 0.146 -1.272
H: -2.032 2.512 -0.889
H: -2.204 2.157 -2.638
H: -1.359 4.709 -0.759
H: -1.565 4.724 -2.528
H: -0.066 5.248 -1.897
C: -5.571 7.511 -4.180
O: -6.020 8.437 -3.126
C: -6.561 9.662 -3.582
C: -7.431 10.489 -2.607
O: -6.820 10.730 -1.338
C: -6.694 9.595 -0.448
C: -6.572 9.985 0.998
O: -5.479 10.896 1.047
C: -5.400 11.509 2.360
H: -5.596 6.548 -3.668
H: -4.649 7.767 -4.702
H: -6.403 7.377 -4.870
H: -7.035 9.600 -4.562
H: -5.692 10.247 -3.883
H: -8.353 9.956 -2.373
H: -7.709 11.399 -3.138
H: -5.789 9.067 -0.751
H: -7.509 8.883 -0.581
H: -6.247 9.143 1.608
H: -7.505 10.429 1.344
H: -6.323 11.976 2.705
H: -4.647 12.296 2.320
H: -5.157 10.787 3.140
C: -2.678 -5.381 3.716
O: -1.905 -6.261 2.908
C: -0.792 -6.868 3.613
C: 0.522 -6.034 3.262
O: 0.467 -4.922 4.113
C: 1.734 -4.277 4.108
C: 2.827 -5.076 4.939
O: 4.044 -4.313 5.210
C: 4.830 -3.999 4.081
H: -3.263 -4.695 3.102
H: -2.170 -4.723 4.421
H: -3.455 -5.942 4.235
H: -0.663 -7.877 3.223
H: -0.925 -6.967 4.690
H: 0.399 -5.677 2.240
H: 1.375 -6.690 3.437
H: 1.560 -3.365 4.680
H: 2.042 -3.998 3.100
H: 3.124 -6.040 4.526
H: 2.324 -5.155 5.902
H: 4.189 -3.331 3.505
H: 5.162 -4.807 3.428
H: 5.775 -3.481 4.242
C: -1.134 4.794 11.506
O: -2.087 5.884 11.552
C: -3.433 5.496 11.609
C: -4.083 5.006 10.254
O: -3.637 3.726 9.866
C: -4.458 3.184 8.831
C: -3.738 2.089 8.046
O: -2.636 2.504 7.234
C: -2.072 1.338 6.473
H: -1.408 4.061 10.748
H: -1.299 4.363 12.493
H: -0.090 5.020 11.287
H: -3.923 6.452 11.789
H: -3.685 4.857 12.456
H: -4.035 5.799 9.507
H: -5.145 5.029 10.499
H: -4.734 3.996 8.158
H: -5.353 2.718 9.244
H: -4.473 1.421 7.595
H: -3.213 1.502 8.799
H: -1.540 0.749 7.220
H: -1.452 1.649 5.633
H: -2.908 0.714 6.157
C: 4.839 2.997 1.756
O: 5.429 1.774 1.419
C: 5.635 1.513 0.036
C: 6.687 0.391 -0.296
O: 7.860 0.493 0.509
C: 8.844 -0.513 0.224
C: 9.813 -0.102 -0.881
O: 10.665 -1.226 -1.183
C: 11.430 -1.061 -2.413
H: 5.525 3.824 1.572
H: 4.405 3.013 2.756
H: 3.941 3.163 1.161
H: 5.974 2.447 -0.411
H: 4.703 1.284 -0.480
H: 6.920 0.462 -1.359
H: 6.118 -0.531 -0.182
H: 8.569 -1.538 -0.024
H: 9.421 -0.680 1.134
H: 10.433 0.753 -0.612
H: 9.327 0.227 -1.799
H: 10.775 -1.003 -3.283
H: 12.057 -1.945 -2.529
H: 11.912 -0.094 -2.558
C: -8.340 2.916 3.618
O: -9.128 1.776 3.762
C: -10.517 2.104 3.897
C: -11.319 0.800 3.937
O: -11.308 0.176 5.244
C: -10.042 -0.042 5.841
C: -9.240 -1.158 5.142
O: -8.644 -2.014 6.137
C: -9.451 -2.909 6.809
H: -8.283 3.229 2.575
H: -7.268 2.766 3.746
H: -8.599 3.739 4.284
H: -10.818 2.552 2.950
H: -10.658 2.709 4.793
H: -10.952 0.077 3.208
H: -12.366 1.068 3.794
H: -10.263 -0.297 6.877
H: -9.529 0.859 6.179
H: -8.447 -0.786 4.493
H: -9.925 -1.759 4.544
H: -10.256 -2.399 7.339
H: -8.933 -3.440 7.607
H: -9.924 -3.629 6.142
C: 10.048 8.344 -1.559
O: 8.694 8.091 -1.312
C: 7.815 7.990 -2.239
O: 7.981 8.247 -3.411
O: 6.701 7.670 -1.671
C: 5.576 7.318 -2.441
H: 10.432 7.420 -1.992
H: 10.570 8.480 -0.612
H: 10.264 9.247 -2.130
H: 4.797 6.933 -1.783
H: 5.793 6.525 -3.156
H: 5.080 8.093 -3.026
C: 5.162 -8.806 -2.378
O: 5.671 -7.515 -2.658
C: 5.434 -6.542 -1.772
O: 4.667 -6.711 -0.810
O: 6.115 -5.382 -2.016
C: 6.836 -5.115 -3.165
H: 5.503 -9.528 -3.119
H: 4.083 -8.691 -2.269
H: 5.560 -9.086 -1.403
H: 7.060 -4.049 -3.219
H: 6.290 -5.365 -4.074
H: 7.798 -5.622 -3.095
C: -6.242 -1.172 -8.364
O: -5.030 -0.450 -8.649
C: -4.594 0.499 -7.711
O: -5.314 1.009 -6.783
O: -3.387 0.887 -8.115
C: -2.744 1.923 -7.415
H: -6.013 -1.978 -7.666
H: -6.624 -1.579 -9.300
H: -6.940 -0.446 -7.950
H: -3.183 2.887 -7.670
H: -1.698 1.911 -7.723
H: -2.777 1.805 -6.332
C: 5.860 -4.223 -9.618
O: 6.706 -5.235 -9.062
C: 6.938 -6.355 -9.747
O: 6.388 -6.636 -10.839
O: 7.930 -7.004 -9.136
C: 8.611 -8.156 -9.783
H: 4.832 -4.428 -9.919
H: 6.429 -3.754 -10.420
H: 5.793 -3.339 -8.984
H: 7.858 -8.785 -10.258
H: 9.045 -8.647 -8.913
H: 9.401 -7.812 -10.450
C: 5.176 9.996 3.614
C: 4.101 9.934 2.610
N: 3.294 9.883 1.781
H: 5.164 10.966 4.110
H: 6.070 9.765 3.036
H: 4.985 9.249 4.385
C: -2.114 11.975 -2.779
C: -2.501 12.660 -4.035
N: -2.768 13.201 -4.999
H: -2.958 11.438 -2.345
H: -1.814 12.642 -1.971
H: -1.237 11.369 -3.007

Summary:
total charge: 0
maximum force: 0.1048 hartree/bohr
M: 1381.643 g mol⁻¹
gap between HOMO and LUMO: 9.53 eV
highest occupied orbital energy: -0.342 Ha
2S+1: 1
electronic energy: -4878.42761 Ha

Mulliken population analysis, charges in e, atoms 1 to 2: C -0.633; O -0.342

=====

Molecular formula: C33H67F5NO7S
Method: DFT, wB97M-V/def2-TZVPD

Element x y z (Å)
C: 3.820 -0.288 -3.934
C: 2.637 0.179 -3.560
C: 2.061 -0.003 -2.181
N: 0.728 -0.738 -2.367
C: 1.015 -2.205 -2.542
C: 1.089 -2.645 -4.021
C: -0.230 -0.545 -1.232
C: -1.674 -1.029 -1.513
C: -2.094 -1.283 -2.977
C: -2.880 -0.150 -3.655
C: -2.012 1.080 -3.981
C: -4.186 0.217 -2.913
C: -5.466 -0.052 -3.760
C: -6.724 -0.381 -2.975
C: -7.340 0.516 -2.152
C: -8.794 0.870 -2.352
C: -6.651 1.207 -0.995
C: -0.275 0.874 -0.703
O: 1.008 1.363 -0.399
C: 1.856 1.385 -1.514
C: 1.381 2.485 -2.473
S: 3.495 1.838 -0.767
O: 3.519 1.203 0.518
O: 4.583 1.510 -1.639
C: 3.487 3.676 -0.360
F: 2.353 3.925 0.306
F: 4.518 3.817 0.462
C: 3.632 4.690 -1.549
F: 4.157 4.130 -2.632
F: 4.414 5.691 -1.175
F: 2.428 5.176 -1.839
H: 4.175 -0.106 -4.940
H: 4.471 -0.814 -3.248
H: 2.025 0.693 -4.297
H: 2.731 -0.592 -1.558
H: 0.364 -0.388 -3.255
H: 0.251 -2.820 -2.072
H: 1.957 -2.486 -2.082
H: 0.979 -1.812 -4.715
H: 2.081 -3.044 -4.227
H: 0.383 -3.441 -4.241
H: 0.169 -1.136 -0.405
H: -1.854 -1.932 -0.932
H: -2.346 -0.279 -1.092
H: -1.267 -1.553 -3.638
H: -2.754 -2.153 -2.969
H: -3.175 -0.548 -4.630
H: -1.933 1.778 -3.150
H: -2.436 1.582 -4.851
H: -1.021 0.740 -4.312
H: -4.277 -0.290 -1.955
H: -4.158 1.295 -2.741
H: -5.269 -0.844 -4.484
H: -5.690 0.853 -4.327
H: -7.114 -1.389 -3.097
H: -9.416 -0.031 -2.347
H: -8.899 1.384 -3.306
H: -9.143 1.534 -1.560
H: -6.458 2.278 -1.129
H: -7.363 1.132 -0.169
H: -5.753 0.682 -0.688
H: -0.803 0.806 0.248
H: -0.863 1.551 -1.330
H: 0.515 2.137 -3.038
H: 1.018 3.312 -1.869
H: 2.154 2.817 -3.160
C: 1.441 -2.578 2.958
C: 1.293 -3.924 2.271
C: 2.539 -4.286 1.481
O: 0.151 -3.906 1.405
H: 1.597 -1.788 2.211
H: 0.543 -2.334 3.517
H: 2.285 -2.576 3.646
H: 1.096 -4.697 3.015
H: 2.725 -3.543 0.697
H: 2.419 -5.253 0.991
H: 3.418 -4.330 2.124
H: 0.310 -3.227 0.743
C: 0.220 -3.664 8.093
C: 0.070 -2.738 6.897
C: -1.390 -2.411 6.625
O: 0.663 -3.331 5.735
H: -0.294 -4.611 7.907
H: 1.272 -3.890 8.273
H: -0.198 -3.216 8.995
H: 0.625 -1.816 7.076
H: -1.948 -3.324 6.398
H: -1.481 -1.747 5.764
H: -1.854 -1.929 7.486
H: 0.191 -4.152 5.557
C: -0.136 7.096 -2.534
C: -1.389 6.301 -2.207
C: -2.212 6.967 -1.117
O: -1.025 4.969 -1.801
H: 0.504 7.167 -1.650
H: 0.437 6.593 -3.314
H: -0.368 8.106 -2.871
H: -1.997 6.188 -3.105
H: -1.630 7.045 -0.195
H: -3.102 6.378 -0.895
H: -2.523 7.968 -1.414
H: -0.493 5.061 -1.002
C: 5.302 -1.720 6.012
C: 5.450 -3.223 6.198
C: 5.577 -3.936 4.860
O: 4.340 -3.740 6.926
H: 4.396 -1.497 5.439
H: 5.211 -1.224 6.978
H: 6.157 -1.298 5.483
H: 6.330 -3.431 6.808
H: 4.678 -3.770 4.259
H: 5.681 -5.011 5.009
H: 6.440 -3.577 4.298
H: 3.543 -3.570 6.409

Summary:
total charge: +1
maximum force: 0.0406 hartree/bohr
M: 716.956 g mol⁻¹
gap between HOMO and LUMO: 7.46 eV
highest occupied orbital energy: -0.350 Ha
2S+1: 1
electronic energy: -2776.13288 Ha

Mulliken population analysis, charges in e, atoms 1 to 2: C -1.192; C -0.309

=====

Molecular formula: H2N2O4S
Method: DFT, wB97M-V/def2-TZVPD

Element x y z (Å)
N: 1.986 -0.118 0.425
N: 1.177 0.965 0.515
O: 1.412 -1.027 -0.214
O: -1.388 -1.650 -0.408
O: -0.776 1.940 -0.429
O: -0.986 -0.580 0.371
S: -0.070 0.464 -0.523
H: -1.009 -2.448 0.036
H: -0.346 2.454 0.226

Summary:
total charge: 0
maximum force: 0.0551 hartree/bohr
M: 126.093 g mol⁻¹
gap between HOMO and LUMO: 9.86 eV
highest occupied orbital energy: -0.371 Ha
2S+1: 1
electronic energy: -809.61042 Ha

natural (NBO) population analysis, charges in e, atoms 1 to 2: N 0.236; N -0.611

=====

Molecular formula: C5H10O2
Method: DFT, wB97M-V/def2-TZVPD

Element x y z (Å)
C: -2.013 -0.539 0.955
C: -1.055 0.321 0.197
O: -1.195 1.526 0.181
C: 0.172 -0.433 -0.338
C: 1.436 0.350 -0.702
C: 2.005 -0.250 0.591
O: 0.790 -0.979 0.850
H: -2.971 -0.024 1.030
H: -2.126 -1.538 0.529
H: -1.562 -0.638 1.945
H: -0.106 -1.232 -1.042
H: 1.923 0.021 -1.623
H: 1.315 1.434 -0.715
H: 2.228 0.469 1.387
H: 2.847 -0.939 0.472
H: -0.841 0.961 -2.134
H: -0.847 1.490 -1.583

Summary:
total charge: 0
maximum force: 0.0283 hartree/bohr
M: 102.133 g mol⁻¹
SMILES: CC(=O)[C@H]1CCO1.[H][H]
gap between HOMO and LUMO: 10.45 eV
highest occupied orbital energy: -0.349 Ha
2S+1: 1
electronic energy: -346.89443 Ha

natural (NBO) population analysis, charges in e, atoms 1 to 2: C -0.725; C 0.618

=====

Q: Number 4 is which compound?
A: H2N2O4S

=====

Q: Among the records above, which one has the lowest highest occupied orbital energy?
A: C33H66O33

=====

Q: Number 5 is which compound?
A: C5H10O2

=====

Q: What is the 2S+1 in the fifth record?
A: 1